Molecular formula: C6H11N
Method: DFT, ωB97M-V/def2-TZVPD

Values from the calculation:
Orbital gap: 9.231 eV
SMILES: C=CC/C(C)=C/N
DFT total energy: -289.86725 a.u.
Molecular weight: 97.161 u

Geometry as ORCA input:
```
! RIJCOSX wB97M-V def2-TZVPD def2/J DEFGRID3
* xyz 0 1
C 0.69057 -2.77464 0.80525
C 0.45045 -1.78995 -0.10283
C 1.14548 -0.44374 0.04879
C 0.07294 0.65759 -0.22960
C 0.23252 1.87103 0.73978
C -0.94174 0.54486 -1.13047
N -2.08237 1.50690 -1.13101
H 0.46938 -3.87436 0.68353
H 1.44418 -2.49635 1.64488
H 0.08366 -2.07253 -1.05910
H 1.48708 -0.20802 1.09710
H 2.01178 -0.22563 -0.60047
H -0.81369 2.24006 0.76582
H 0.49652 1.35940 1.66326
H 0.89117 2.63272 0.29744
H -0.75702 -0.19292 -2.05609
H -2.97604 1.06198 -0.98225
H -1.90486 2.20360 -0.45405
*
```

---

Molecular formula: C5H8CsO5
Method: DFT, ωB97M-V/def2-TZVPD

Values from the calculation:
Orbital gap: 4.703 eV
DFT total energy: -591.62162 a.u.
Molecular weight: 281.019 u

Geometry as ORCA input:
```
! RIJCOSX wB97M-V def2-TZVPD def2/J DEFGRID3
* xyz -1 1
O 1.52392 -0.04288 1.03858
C 1.58228 0.50635 -0.27542
C 0.78285 0.79805 1.91481
O 2.67159 0.33528 -0.83682
O 1.04658 1.77695 -0.18473
C 0.79865 2.13147 1.16791
H 1.29529 0.84924 2.88324
H -0.22513 0.36660 2.02972
H -0.17388 2.63484 1.21324
H 1.61152 2.78351 1.51799
O -1.63438 -2.72898 -0.52039
O 0.26991 -0.61110 -1.31725
C -1.88785 -1.75528 -1.45501
C -1.11839 -0.44105 -1.23740
H -2.96993 -1.45984 -1.48931
H -1.64554 -2.08552 -2.50083
H -1.40303 -0.03768 -0.23970
H -1.47106 0.30029 -1.99089
Cs 0.94657 -3.32026 0.28224
*
```

---

Molecular formula: C5H5NO3
Method: DFT, ωB97M-V/def2-TZVPD

Values from the calculation:
Orbital gap: 11.086 eV
DFT total energy: -473.92127 a.u.
Molecular weight: 127.099 u

Geometry as ORCA input:
```
! RIJCOSX wB97M-V def2-TZVPD def2/J DEFGRID3
* xyz 0 1
C -0.83193 -1.13339 0.07660
C -0.75914 1.17702 -0.06391
C 0.57497 0.54871 -0.43096
C 2.07439 -0.74572 0.05385
C 0.55043 -0.64867 0.41744
H 0.44595 0.18815 -1.45233
H 1.97846 1.04884 0.81554
H 2.09501 -1.22048 -0.96861
H 2.79225 -1.16020 0.79165
H 0.54500 -0.32232 1.46768
N 2.10988 0.74307 -0.14418
O -1.32883 -2.16405 -0.21152
O -1.57183 0.02190 0.16439
O -1.13411 2.27674 0.05179
*
```

---

Molecular formula: C8H8Si
Method: DFT, ωB97M-V/def2-TZVPD

Values from the calculation:
Orbital gap: 8.092 eV
DFT total energy: -598.90884 a.u.
Molecular weight: 132.238 u

Geometry as ORCA input:
```
! RIJCOSX wB97M-V def2-TZVPD def2/J DEFGRID3
* xyz 0 1
C -2.40380 1.67309 0.48702
C -1.29711 2.19648 -0.18547
C -2.44028 0.42844 1.02437
C -0.09093 1.42245 -0.20361
C -1.30205 -0.43903 0.74029
C -0.18032 0.09111 0.17584
C 1.76375 -2.34509 -0.42463
C 1.59833 -1.06810 -0.25982
Si 3.37420 -1.27790 -0.72368
H -3.13692 2.30284 0.74008
H -1.28145 3.11161 -0.71712
H -3.36445 0.07870 1.56257
H 0.73837 1.92782 -0.59957
H -1.39698 -1.52852 0.94011
H 1.28998 -3.40757 -0.41588
H 4.53610 -1.98861 -0.00261
H 3.59357 -1.17772 -2.13790
*
```

---

Number 1: HOMO energy -8.169 eV, strongest force on any atom 3.8 eV/A. Number 2: HOMO energy -2.864 eV, strongest force on any atom 2.4 eV/A. Number 3: HOMO energy -10.556 eV, strongest force on any atom 2.2 eV/A. Number 4: HOMO energy -8.183 eV, strongest force on any atom 3.9 eV/A.